Record 1
DFT (ωB97M-V/def2-TZVPD) results for a molecular structure, C17H20N6O4SZn.

Energy relative to the best compared isomer or geometry (same formula, charge and spin) (kJ/mol): 68.2
Strongest force on any atom (eV Å⁻¹): 1.1
HOMO level (eV): -8.4
LUMO (Ha): 0.0097
Orbital gap (eV): 8.6
Multiplicity: 1
Molar mass (u): 469.8

```
49
Properties=species:S:1:pos:R:3:forces:R:3:lowdin_charge:R:1
Zn -0.3976 0.6494 0.5954 0.463 0.422 0.268 0.580
O -4.3180 0.2694 1.0189 -0.376 -0.164 0.034 0.049
H 2.8667 2.0886 -2.3571 0.039 -0.019 -0.001 0.098
N -0.0873 -0.4313 -4.6574 0.098 -0.209 0.042 0.005
H 0.8283 3.6573 5.9170 0.007 0.071 0.014 0.082
N 0.6199 2.1163 2.9413 0.121 0.256 0.360 0.054
H 1.4392 -0.3842 -6.1075 0.029 -0.033 0.076 0.116
C 3.0533 1.8110 -1.3204 0.654 -0.182 -0.474 -0.025
C -0.4322 1.5097 4.7459 0.142 0.141 -0.194 0.027
O 1.7359 -2.4354 -0.9936 0.089 -0.429 -0.168 0.007
C -1.7157 -0.4728 3.7044 -0.120 -0.025 -0.254 -0.004
C -2.5148 -3.1820 -0.9226 0.010 0.103 0.125 -0.030
C 1.8770 2.0340 -0.5520 -0.568 0.374 0.579 -0.230
H 2.2370 3.3842 4.8850 0.058 0.054 0.064 0.083
H 0.5633 -1.9196 -6.0001 0.047 0.019 0.026 0.114
C 0.4528 2.4344 4.2361 -0.115 -0.204 0.077 -0.291
H 3.2871 0.7483 -1.2628 0.026 -0.023 -0.008 0.093
H -3.0302 -4.0067 -1.3945 -0.005 -0.064 -0.012 0.109
H 1.1558 2.6019 2.2388 -0.091 -0.078 0.023 0.128
C -3.2445 -2.1402 -0.3675 0.025 0.142 0.033 0.026
N 1.5379 -0.6713 -3.1902 -0.066 -0.005 -0.268 0.034
H -0.8587 0.0554 -5.0794 -0.007 0.035 0.170 0.130
H 2.9525 -1.4180 -4.5506 -0.077 -0.067 -0.087 0.117
H -2.6712 -0.1584 3.2845 -0.102 -0.037 0.016 0.084
H 0.9694 4.4940 4.3582 -0.003 0.099 0.069 0.084
H 1.7259 -2.5873 -4.0254 0.005 0.041 -0.027 0.123
O 1.2846 -0.5965 0.1644 0.114 0.201 0.170 -0.076
H 3.8820 2.3919 -0.9117 -0.059 -0.024 -0.068 0.099
N 0.9398 2.2164 0.0824 0.248 0.369 -0.065 0.147
S -0.6223 0.7601 -2.3621 -0.353 0.191 0.071 0.721
C -3.1432 0.2455 0.7000 -0.382 -0.385 -0.189 -0.634
H 1.8046 -1.0176 -2.2739 -0.096 0.098 0.149 0.078
C 0.3001 -0.1581 -3.3916 -0.077 0.343 -0.170 -0.844
H -4.3232 -2.1111 -0.3949 -0.040 0.017 0.041 0.122
C -0.5097 -2.0541 -0.3086 0.127 -0.197 -0.110 -0.173
N -0.1097 1.0496 2.5891 -0.065 -0.226 0.100 0.025
H -1.3472 -1.3066 3.1110 0.021 -0.086 -0.001 0.081
C -0.7645 0.6642 3.6776 0.252 0.209 0.090 -0.304
N -1.2279 -1.0793 0.2184 -0.480 -0.970 -0.224 0.046
H -0.5211 -3.9202 -1.3524 0.033 -0.003 -0.008 0.118
C 1.8989 -1.5417 -4.2986 0.201 -0.268 -0.145 -0.139
C 0.9547 -1.0847 -5.4177 0.188 -0.060 -0.297 -0.150
C 0.9749 -1.7035 -0.3571 0.044 -0.204 -0.069 -0.628
H -0.8068 1.4592 5.7466 -0.052 -0.015 0.253 0.112
C -1.1250 -3.1465 -0.9018 0.254 0.106 0.114 0.018
H -1.8779 -0.8021 4.7280 0.006 -0.038 -0.004 0.084
O -2.3099 1.2018 0.7372 0.128 0.544 -0.034 -0.082
C -2.5448 -1.0755 0.1836 -0.404 0.138 0.024 -0.166
C 1.1617 3.5618 4.8876 0.108 0.040 -0.112 -0.018
```
Forces are in eV/Å.

Record 2
DFT (ωB97M-V/def2-TZVPD) results for a single C4H2N2O molecule.

Energy relative to the best compared isomer or geometry (same formula, charge and spin) (kJ/mol): 68.4
Strongest force on any atom (eV Å⁻¹): 1.1
SMILES: N#CC#CC(N)=O
HOMO level (eV): -11.0
LUMO (Ha): -0.0160
Orbital gap (eV): 10.5
Multiplicity: 1
Molar mass (u): 94.1

```
9
Properties=species:S:1:pos:R:3:forces:R:3:lowdin_charge:R:1
N 1.1493 -0.7168 1.3233 0.034 -0.025 0.087 0.167
O -0.3892 0.7072 2.2290 0.186 -0.202 -0.387 0.085
H 1.5074 -1.1624 0.4939 -0.082 0.086 0.126 0.112
N -1.5407 0.5961 -3.6580 0.294 0.000 1.051 0.170
C 0.1073 0.1503 1.2736 -0.064 0.065 0.178 -0.551
C -0.7832 0.4699 -1.2340 0.205 -0.084 0.504 0.004
C -1.2062 0.5555 -2.5490 -0.270 0.024 -0.896 -0.219
H 1.5408 -0.9501 2.2232 -0.058 0.059 -0.099 0.120
C -0.3855 0.3504 -0.1020 -0.244 0.077 -0.563 0.113
```
Forces are in eV/Å.